# 1
ORCA calculation (ωB97M-V with the def2-TZVPD basis set) on C26H18BrCsF6N2O6S3Sb as an isolated structure.

## Properties
E in Eh: -6190.79277
Largest force on an atom in eV/Å: 3.97
E_HOMO in Ha: -0.2158
Energy relative to the best compared isomer or geometry (same formula, charge and spin) in eV: 1.079
Net charge: -1

```
64
Properties=species:S:1:pos:R:3:mulliken_charge:R:1
Cs -0.45541 -0.65562 -0.09086 1.76
F -2.03557 -3.43609 -4.76321 -0.21
C -1.59340 -3.83918 -3.57193 0.36
F -2.64228 -4.25629 -2.84119 -0.21
F -0.75522 -4.86566 -3.74657 -0.21
S -0.77287 -2.49419 -2.62028 1.11
O -1.83412 -1.63203 -2.14565 -0.66
O 0.01901 -3.16562 -1.60515 -0.62
N 0.08486 -1.83555 -3.82319 -0.52
S 1.18880 -0.75222 -3.43706 1.00
O 1.39194 0.20550 -4.48279 -0.61
O 0.96262 -0.30099 -2.05250 -0.77
C 2.80222 -1.66803 -3.41472 0.55
F 3.63298 -1.04583 -2.56444 -0.23
F 3.34972 -1.65956 -4.63441 -0.21
F 2.65962 -2.93635 -3.02299 -0.23
S -0.62387 4.46871 0.70846 -0.64
Sb -2.59622 3.41113 0.52796 2.08
C -2.89958 2.08444 -1.04494 0.55
C -1.99882 1.96617 -2.10721 -0.81
C -2.36060 1.25419 -3.24183 -0.32
C -3.60713 0.65364 -3.32558 -0.53
C -4.49317 0.74294 -2.26841 -0.79
C -4.14288 1.45863 -1.13065 -0.21
C -3.66333 2.70176 2.19400 0.61
C -3.95199 3.62606 3.19263 -0.78
C -4.58786 3.22543 4.36127 -0.68
C -4.95164 1.90027 4.53399 -0.49
C -4.67865 0.97081 3.53563 -0.61
C -4.03209 1.37131 2.37766 -0.62
C -4.00286 4.89532 -0.00627 0.23
C -3.59753 6.09440 -0.58062 -0.57
C -4.54362 7.04072 -0.95869 -0.48
C -5.89488 6.80264 -0.76145 -0.38
C -6.30884 5.61180 -0.18059 -0.74
C -5.36347 4.66680 0.19344 -0.16
H -1.02595 2.44285 -2.05260 0.41
H -1.65647 1.14989 -4.05696 0.40
H -3.86480 0.08520 -4.20919 0.42
H -5.45971 0.25750 -2.31974 0.40
H -4.86501 1.53855 -0.32625 0.23
H -3.65883 4.66569 3.09138 0.47
H -4.77855 3.94684 5.14458 0.40
H -5.43252 1.57943 5.44857 0.38
H -4.94659 -0.06702 3.67924 0.40
H -3.77700 0.62779 1.63229 0.35
H -2.54296 6.30059 -0.71738 0.36
H -4.21824 7.97093 -1.40700 0.39
H -6.62321 7.54811 -1.05502 0.37
H -7.35936 5.41241 -0.01231 0.38
H -5.70051 3.74832 0.66118 0.21
Br -1.09220 4.89930 5.58052 -0.16
C -1.08787 3.02002 5.28556 -0.32
C -1.23368 2.15918 6.35559 -0.12
N -1.25833 0.83292 6.21862 -0.69
C -1.13584 0.35792 4.97924 -0.28
C -1.00541 1.15106 3.84740 0.02
C -0.97233 2.52512 4.00051 0.18
C -0.90666 0.51740 2.47173 0.63
O -1.18143 1.27011 1.47994 -1.27
O -0.56232 -0.68364 2.42913 -0.97
H -1.34004 2.56077 7.35604 0.36
H -1.14213 -0.71735 4.85555 0.46
H -0.85853 3.17665 3.14233 0.61
```


# 2
ORCA calculation (ωB97M-V with the def2-TZVPD basis set) on a 2-piece molecular cluster, C5H14N2O overall.

## Properties
Multiplicity: 2
E in Eh: -383.49597
Largest force on an atom in eV/Å: 7.63
E_HOMO (spin up / spin down) in Ha: 0.0464 / -0.1628
Energy relative to the best compared isomer or geometry (same formula, charge and spin) in eV: 2.986
Net charge: -1

```
22
Properties=species:S:1:pos:R:3:mulliken_spin:R:1
C 1.45993 -2.80606 -0.31532 0.00
C 1.30597 -1.33403 0.14756 0.00
C -0.07010 -0.88701 -0.49805 0.07
C 0.11759 0.34992 -1.35510 1.06
C -0.74406 1.23344 -0.81576 1.30
N -0.88207 2.58571 -1.30049 0.58
N 1.16722 -1.29702 1.56771 0.12
H 1.38228 -2.85503 -1.43287 -0.03
H 0.66555 -3.48666 0.13346 0.00
H 2.32210 -3.26836 0.04997 -0.02
H 2.18351 -0.69388 -0.03389 0.01
H -0.27405 -1.80767 -1.22761 -0.09
H -1.04606 -0.87842 -0.01224 0.08
H 0.94243 0.26423 -2.03910 -0.20
H -1.34334 0.93202 0.08656 -0.51
H -0.25229 2.72207 -2.05568 -0.50
H -1.84021 2.83720 -1.48089 -0.72
H 0.72068 -2.02261 2.18125 -0.11
H 0.69253 -0.41284 1.77939 0.00
H -1.80531 2.82764 1.85947 -0.45
H -1.21853 1.60239 1.45551 0.23
O -1.94267 1.98518 1.98576 0.20
```


# 3
ORCA calculation (ωB97M-V with the def2-TZVPD basis set) on C9H18FeN3O4P as an isolated structure.

## Properties
Multiplicity: 5
E in Eh: -2423.29372
Largest force on an atom in eV/Å: 10.67
E_HOMO (spin up / spin down) in Ha: -0.6127 / -0.6075
Net charge: +2

```
36
Properties=species:S:1:pos:R:3:mulliken_spin:R:1
O -4.12752 0.76354 -2.53069 0.06
C -3.76480 0.80993 -1.40813 -0.03
Fe -2.92978 0.76146 0.11682 2.82
C -3.90014 -0.32328 1.10598 -0.02
C -3.23550 2.32719 0.78960 -0.04
O -4.37226 -1.12596 1.75578 0.06
O -3.25023 3.41270 1.25448 0.08
C -0.42558 -1.01848 2.47883 0.00
N 0.59729 -0.35734 1.68330 0.23
C 1.88689 -0.56354 2.29368 0.00
P 0.38049 -0.15116 0.02425 -0.01
O -1.01336 0.43958 0.06396 0.01
N 1.79132 0.69505 -0.34148 0.00
C 1.40087 1.75929 -1.27004 0.00
C 2.84579 1.21891 0.51622 0.00
N 0.19182 -0.82243 -1.58856 0.63
C 1.15383 -1.74789 -2.12793 0.00
C -1.11383 -1.13753 -2.16386 0.02
H -0.28134 -0.79413 3.55236 0.01
H -0.30047 -2.11420 2.35741 0.01
H -1.44778 -0.74153 2.21410 0.00
H 2.54238 -1.03058 1.53974 0.01
H 2.36498 0.37796 2.62465 0.02
H 1.81373 -1.20527 3.18765 0.00
H 0.78778 2.50880 -0.71688 0.00
H 2.33018 2.26468 -1.60240 0.00
H 0.85183 1.34810 -2.11696 0.00
H 2.43477 1.86209 1.31076 0.00
H 3.51421 0.48165 0.95716 0.00
H 3.49288 1.85766 -0.11412 0.00
H 0.98218 -2.76360 -1.70344 0.06
H 1.04725 -1.87315 -3.23118 0.02
H 2.17858 -1.42635 -1.92345 0.01
H -1.57048 -2.00688 -1.64927 0.04
H -1.80390 -0.29433 -2.09469 -0.02
H -1.05210 -1.39096 -3.24366 0.01
```


# 4
ORCA calculation (ωB97M-V with the def2-TZVPD basis set) on a 24-piece molecular cluster, C3H57B4NO27 overall.

## Properties
E in Eh: -2334.45283
Largest force on an atom in eV/Å: 1.12
E_HOMO in Ha: -0.3616
Net charge: 0

```
92
Properties=species:S:1:pos:R:3:mulliken_charge:R:1
C 3.32825 -1.80400 -0.19540 -0.82
C 2.50497 -0.80620 -0.99590 -0.23
N 2.20666 -1.38068 -2.35266 -0.40
B 0.92049 -2.02802 -2.25679 0.62
O 0.85178 -3.35644 -1.85800 -0.64
B -0.20064 -4.06408 -2.39615 0.61
O -1.42673 -3.44804 -2.50276 -0.56
B -1.42918 -2.10096 -2.20917 0.93
B -2.75962 -1.32791 -1.43541 -0.38
C -4.08463 -2.02531 -1.02476 -0.89
O -2.63269 0.02227 -1.14090 0.17
O -0.27420 -1.37443 -2.49669 -0.43
H 3.59861 -1.38616 0.76452 0.08
H 2.80412 -2.74596 -0.06078 0.29
H 4.23201 -1.99928 -0.77045 0.31
H 3.04039 0.13536 -1.05935 0.48
H 1.55136 -0.64907 -0.48702 -0.28
H 2.21951 -0.65314 -3.05802 0.35
H -0.02373 -5.17440 -2.77246 -0.15
H -4.30274 -1.78394 0.01539 0.26
H -4.05611 -3.10081 -1.16368 0.23
H -4.87307 -1.60461 -1.65041 0.31
H -2.17158 0.45262 -1.87320 0.12
O 0.20416 0.09789 1.54064 -0.54
H -0.40787 -0.06170 2.26723 0.29
H -0.29490 -0.16734 0.76009 0.18
O -5.06442 -2.67275 1.83830 -0.48
H -4.70327 -3.40629 2.34872 0.23
H -5.82429 -2.38514 2.35712 0.28
O 4.82975 0.57883 1.24842 -0.42
H 4.34796 1.40621 1.37683 0.19
H 5.40886 0.53972 2.02241 0.26
O -3.15662 2.39684 0.99549 -0.58
H -3.63285 3.10233 0.54326 0.34
H -3.10735 1.71114 0.31861 0.24
O 2.75162 0.66367 3.56410 -0.47
H 2.16712 0.50545 4.31200 0.20
H 2.23174 0.39990 2.79238 0.29
O -4.23471 3.18646 -1.75345 -0.55
H -4.71795 3.89470 -2.19129 0.27
H -4.17799 2.49358 -2.41813 0.27
O 2.96507 -2.24592 -5.22164 -0.67
H 2.16377 -2.58212 -5.63344 0.32
H 2.79090 -2.26416 -4.27137 0.38
O 5.12783 -1.92882 3.00510 -0.62
H 4.50294 -1.28512 3.35807 0.33
H 5.39059 -1.56291 2.15659 0.29
O 5.85787 0.26262 4.94250 -0.61
H 6.32752 -0.36109 5.50432 0.29
H 5.05112 0.47492 5.42613 0.33
O -7.67416 -1.68775 3.70625 -0.62
H -7.88799 -0.91190 3.17861 0.31
H -8.40633 -1.76956 4.32380 0.30
O 3.85695 3.21086 2.42892 -0.63
H 4.15668 3.78009 3.14989 0.33
H 3.35313 2.51196 2.87245 0.27
O 0.23904 -0.96600 -5.75261 -0.64
H 0.15298 -1.30097 -4.85507 0.28
H 0.45977 -0.03747 -5.63039 0.32
O 4.84204 2.84176 6.27977 -0.62
H 4.92107 3.37086 7.07863 0.29
H 5.73825 2.54097 6.08863 0.34
O 5.93584 -0.69005 -4.63214 -0.64
H 5.12957 -1.03290 -5.03516 0.33
H 5.75985 -0.70587 -3.68439 0.33
O -4.13128 4.41173 3.49041 -0.65
H -3.27204 4.79707 3.68295 0.31
H -3.96794 3.84271 2.72969 0.35
O 4.94213 6.17578 2.86207 -0.63
H 5.67759 6.76728 3.04672 0.31
H 5.18351 5.75379 2.03019 0.33
O 6.20912 2.98060 0.39486 -0.65
H 5.54116 3.20759 1.05638 0.37
H 5.96102 2.07239 0.18906 0.33
O -6.76803 -3.35553 -1.37144 -0.57
H -7.60374 -3.67131 -1.72842 0.28
H -6.89994 -3.31491 -0.41810 0.30
O -7.06031 2.54857 -2.65120 -0.67
H -6.73084 1.80651 -2.13190 0.33
H -7.83350 2.85277 -2.16474 0.33
O 7.24869 -0.29588 -1.96334 -0.66
H 6.69131 0.36223 -1.53746 0.31
H 7.52842 0.12018 -2.78706 0.33
O -1.19070 2.61014 -1.91749 -0.55
H -1.57352 3.48677 -1.81292 0.28
H -0.67158 2.47825 -1.11715 0.30
O -4.42531 -5.58528 3.04015 -0.64
H -4.25951 -5.53545 2.09204 0.31
H -4.75099 -6.48121 3.16735 0.31
O -8.88930 1.04360 -4.59057 -0.64
H -9.26971 1.76302 -5.10162 0.30
H -8.08128 1.41686 -4.21458 0.35
```


# 5
ORCA calculation (ωB97M-V with the def2-TZVPD basis set) on C27H32CuN2O5Te as an isolated structure.

## Properties
Multiplicity: 2
E in Eh: -3441.69409
Largest force on an atom in eV/Å: 1.33
E_HOMO (spin up / spin down) in Ha: -0.5200 / -0.5184
Energy relative to the best compared isomer or geometry (same formula, charge and spin) in eV: 1.424
Net charge: +2

```
68
Properties=species:S:1:pos:R:3:mulliken_spin:R:1
Cu -1.10658 0.89128 1.00287 0.40
C -0.64498 1.03867 4.32701 0.00
O -1.46022 1.40686 3.20981 0.00
C -1.71188 2.81781 3.15132 0.00
C -0.57923 3.54426 2.46907 0.00
O -0.40417 2.94888 1.17251 0.01
C 0.94861 2.90519 0.70387 0.00
C 1.69751 1.78730 1.38159 -0.01
O 1.01104 0.53374 1.16988 0.05
C 1.61078 -0.23100 0.09466 0.00
H -1.13952 1.31855 5.25761 0.00
H 0.33941 1.50950 4.28290 0.00
H -0.52284 -0.04084 4.30607 0.00
H -1.87046 3.21256 4.15635 0.00
H -2.63302 2.94344 2.58079 0.00
H 0.34388 3.48113 3.04778 0.00
H -0.83289 4.59843 2.34730 0.00
H 1.44844 3.86370 0.85886 0.00
H 0.87893 2.71182 -0.36234 0.00
H 1.76394 1.92811 2.46046 0.00
H 2.71338 1.72848 0.98976 0.00
H 2.68287 -0.31686 0.27122 0.00
H 1.42398 0.23725 -0.87012 -0.01
H 1.16375 -1.22243 0.10427 0.00
O 4.24559 1.83226 -5.68849 0.00
C 3.14251 1.07009 -5.79400 0.00
O 2.96901 0.36343 -6.73993 0.00
C 2.13956 1.14186 -4.67075 0.00
C 1.96778 2.25786 -3.86070 0.00
C 0.99590 2.26725 -2.86977 0.00
C 0.17490 1.15891 -2.70045 0.00
C 0.34173 0.03859 -3.51217 0.00
C 1.31615 0.03657 -4.49425 0.00
N -0.82523 1.14504 -1.68041 -0.01
C -2.01538 0.96659 -2.07327 0.00
C -3.13528 0.77694 -1.13421 0.00
C -4.42747 0.69829 -1.62285 0.00
C -5.48218 0.49162 -0.74495 0.00
C -5.20469 0.36057 0.60446 0.00
C -3.88695 0.43812 1.01894 -0.01
N -2.86673 0.63527 0.17216 0.10
H 4.30045 2.27019 -4.83294 0.00
H 2.55809 3.15358 -4.01671 0.00
H 0.83831 3.16125 -2.28020 0.00
H -0.28274 -0.83363 -3.35937 0.00
H 1.44586 -0.81532 -5.14902 0.00
H -2.27921 0.95757 -3.13326 0.00
H -4.59943 0.81032 -2.68533 0.00
H -6.49894 0.43551 -1.11046 0.00
H -5.98781 0.19921 1.33199 0.00
H -3.62935 0.34340 2.06806 0.00
C -0.99242 -3.83368 1.02936 -0.03
Te -1.04415 -1.97493 2.07176 0.43
C 0.98413 -2.37723 2.58122 0.01
C 1.41042 -3.52466 1.69694 0.00
C 2.75123 -3.89416 1.63286 0.00
C 3.14097 -4.95679 0.83554 0.00
C 2.19554 -5.65346 0.09372 0.00
C 0.86174 -5.28639 0.14830 0.00
C 0.46391 -4.22119 0.95145 0.00
H -1.47195 -3.72413 0.05797 0.01
H -1.59020 -4.51787 1.63391 0.02
H 0.98734 -2.61547 3.64640 0.01
H 1.56801 -1.47236 2.42926 0.00
H 3.49001 -3.35247 2.21216 0.00
H 4.18370 -5.24135 0.78962 0.00
H 2.49990 -6.48179 -0.53205 0.00
H 0.12660 -5.82918 -0.43396 0.00
```


# 6
ORCA calculation (ωB97M-V with the def2-TZVPD basis set) on C13H35N3O2ReS2Si4 as an isolated structure.

## Properties
Multiplicity: 2
E in Eh: -2863.17087
Largest force on an atom in eV/Å: 1.45
E_HOMO (spin up / spin down) in Ha: -0.4954 / -0.4916
Energy relative to the best compared isomer or geometry (same formula, charge and spin) in eV: 2.889
Net charge: +2

```
60
Properties=species:S:1:pos:R:3:mulliken_spin:R:1
Re 0.83828 -1.55097 -0.64299 1.05
N 0.63720 -2.90324 1.07575 0.01
N -0.70519 -3.35942 1.13841 0.01
C -1.45436 -3.30295 -0.05302 0.00
O -2.43385 -3.97502 -0.20706 0.00
O -0.96896 -2.43183 -0.91225 0.01
H 1.27215 -3.68511 0.91305 0.00
H 0.87572 -2.47787 1.96847 0.00
H -0.88239 -4.16370 1.72688 0.00
C -1.28385 2.15542 3.30712 0.00
Si -0.87012 0.40658 2.81783 0.01
C 0.59600 -0.20580 3.84105 0.00
C -2.37830 -0.68087 3.00877 -0.01
Si -0.24907 0.14865 0.51623 -0.04
Si -1.80096 1.28889 -0.96478 0.02
C -2.09942 3.08000 -0.55437 0.00
C -0.99454 1.13459 -2.66743 0.01
C -3.31178 0.21346 -0.78751 -0.01
Si 2.58358 2.81942 0.39829 0.00
C 2.84380 2.78293 -1.39971 -0.01
C 3.51209 1.67354 1.46576 -0.01
C 1.50408 4.09111 1.11459 -0.01
H -1.72778 2.11599 4.30636 0.00
H -2.01732 2.62492 2.65346 0.00
H -0.41116 2.80560 3.37464 0.00
H 0.25789 -0.84296 4.66212 0.00
H 1.14153 0.62405 4.29462 0.00
H 1.30861 -0.78528 3.24852 0.00
H -2.49718 -0.96900 4.05633 0.00
H -2.32260 -1.59360 2.41776 0.00
H -3.28210 -0.14636 2.71012 0.00
H -1.21690 3.69438 -0.73211 0.00
H -2.42910 3.23083 0.47230 0.00
H -2.89115 3.46779 -1.20217 0.00
H -0.40371 2.01888 -2.91638 0.00
H -1.73926 1.01036 -3.45761 0.00
H -0.33142 0.26584 -2.70551 0.00
H -3.87198 0.45763 0.11687 0.00
H -3.04282 -0.84280 -0.75156 0.00
H -3.98275 0.34636 -1.63996 0.00
H 2.56306 1.79528 -1.77957 0.00
H 3.90143 2.92908 -1.64154 0.00
H 2.25716 3.54071 -1.91775 0.00
H 3.20809 0.65066 1.22659 0.01
H 3.34621 1.85643 2.52679 0.00
H 4.58443 1.75080 1.25827 0.00
H 0.68310 4.34508 0.44429 0.00
H 2.09471 5.00549 1.26203 0.00
H 1.10650 3.80019 2.08658 0.00
S 2.74731 -0.91393 -1.86070 -0.01
C 1.79693 -2.14712 -2.61318 -0.02
N 1.28575 -2.14765 -3.84268 -0.01
C 0.53586 -3.33076 -4.26811 0.00
C 0.39527 -4.25444 -3.04368 0.00
S 1.60216 -3.68518 -1.79607 -0.01
H 1.46098 -1.38219 -4.47588 0.00
H 1.05351 -3.82454 -5.09029 0.00
H -0.45199 -3.03078 -4.61427 0.00
H 0.65608 -5.28465 -3.27112 0.00
H -0.59746 -4.21290 -2.60060 0.00
```